#A
DFT (wB97M-V/def2-TZVPD) results for C9H13NO2 in the gas phase.

Bonds (Å) are listed after each position.
CARTESIAN COORDINATES (ANGSTROEM)
1 C 2.25148 -2.44240 0.69465  O2 1.476, H13 1.117, H14 1.139, H15 1.084
2 O 1.73482 -1.79490 -0.52719  C1 1.476, C3 1.421
3 C 1.00541 -0.59817 -0.29370  O2 1.421, C4 1.380, C11 1.424
4 C 1.69622 0.59131 -0.17971  C3 1.380, C5 1.438, H16 1.100
5 C 0.92472 1.79420 -0.01720  C4 1.438, C6 1.572, C7 1.430
6 C 1.64862 3.18859 -0.07697  C5 1.572, H17 1.121, H18 1.045, H19 1.084
7 C -0.47796 1.71680 0.24978  C5 1.430, C8 1.373, H20 1.088
8 C -1.09409 0.51682 -0.00453  C7 1.373, C9 1.489, C11 1.423
9 C -2.55925 0.65159 0.22106  C8 1.489, N10 1.476, H21 1.090, H22 1.111
10 N -3.28344 -0.60542 -0.05016  C9 1.476, H23 0.986, H24 0.982
11 C -0.40466 -0.72092 -0.13939  C3 1.424, C8 1.423, O12 1.321
12 O -1.02854 -1.88202 -0.22985  C11 1.321, H25 0.977
13 H 2.97814 -3.11114 0.17246  C1 1.117
14 H 2.86092 -1.62332 1.20002  C1 1.139
15 H 1.43890 -2.87812 1.26376  C1 1.084
16 H 2.79496 0.64936 -0.19880  C4 1.100
17 H 1.46041 3.72011 -1.04570  C6 1.121
18 H 2.64614 3.02633 0.18817  C6 1.045
19 H 1.34986 3.71043 0.82487  C6 1.084
20 H -0.92647 2.59742 0.70584  C7 1.088
21 H -2.95544 1.47164 -0.37770  C9 1.090
22 H -2.77185 0.95574 1.26804  C9 1.111
23 H -3.66970 -0.54981 -0.95577  N10 0.986
24 H -3.82325 -0.74264 0.75805  N10 0.982
25 H -1.99166 -1.75961 -0.11968  O12 0.977

Properties
SMILES ... COc1cc(C)cc(CN)c1O
Spin multiplicity ... 1
HOMO-LUMO gap ... 8.31 eV
Molar mass ... 167.2 Da
HOMO ... -0.2812 Ha



#B
DFT (wB97M-V/def2-TZVPD) results for C9H13NO2 in the gas phase.

Bonds (Å) are listed after each position.
CARTESIAN COORDINATES (ANGSTROEM)
1 C 1.08031 -1.22845 -1.51321  C9 1.389, N10 1.449, O11 1.227
2 C -1.63997 0.47465 -2.05969  C5 1.623, C6 1.527, H13 1.012, H14 1.181
3 C 0.24321 0.91230 2.92006  C4 1.490, C7 1.566, H15 1.028, H16 1.087
4 C 1.72007 0.75314 2.79856  C3 1.490, C7 1.442, H17 1.132, H18 1.180
5 C -1.07096 -0.97552 -2.51619  C2 1.623, C9 1.467, H19 1.060, H20 1.095
6 C -1.77846 0.28620 -0.55120  C2 1.527, O12 1.412, H21 1.163, H22 1.054
7 C 0.97936 0.62713 1.56768  C3 1.566, C4 1.442, C8 1.444, H23 1.128
8 C 0.92339 -0.55882 0.74652  C7 1.444, N10 1.325, H24 1.158
9 C -0.29283 -1.28254 -1.31165  C1 1.389, C5 1.467, O12 1.379
10 N 1.71157 -0.74295 -0.30224  C1 1.449, C8 1.325, H25 1.068
11 O 1.72809 -1.61366 -2.48088  C1 1.227
12 O -0.92191 -0.77788 -0.19322  C6 1.412, C9 1.379
13 H -1.11886 1.29905 -2.32909  C2 1.012
14 H -2.70635 0.69644 -2.51694  C2 1.181
15 H -0.19302 0.08473 3.34725  C3 1.028
16 H -0.20477 1.88881 3.08456  C3 1.087
17 H 2.30358 1.70587 2.97790  C4 1.132
18 H 1.99838 -0.27325 3.31031  C4 1.180
19 H -1.86581 -1.63668 -2.75033  C5 1.060
20 H -0.45490 -0.83826 -3.41132  C5 1.095
21 H -1.46293 1.12699 0.18766  C6 1.163
22 H -2.77386 -0.00993 -0.37029  C6 1.054
23 H 1.09252 1.52778 0.89722  C7 1.128
24 H 0.42072 -1.53449 1.11714  C8 1.158
25 H 2.28343 0.08935 -0.64860  N10 1.068

Properties
Spin multiplicity ... 1
HOMO-LUMO gap (spin up / spin down) ... 7.14 / 7.14 eV
Molar mass ... 167.2 Da
HOMO (spin up / spin down) ... -0.2489 / -0.2490 Ha



Here are the energies relative to the best structure, in eV: #A 0.000; #B 3.437.



#A
DFT (wB97M-V/def2-TZVPD) results for 2 unconnected molecules or ions with the total composition C9H13NO2.

Bonds (Å) are listed after each position.
CARTESIAN COORDINATES (ANGSTROEM)
1 C 2.62920 2.40718 0.95451  C2 1.522, H9 1.077, H10 1.084, H11 1.091
2 C 1.99158 1.03650 0.78006  C1 1.522, C3 1.406, C8 1.386
3 C 1.05501 0.53322 1.70062  C2 1.406, C4 1.377, H12 1.081
4 C 0.71600 -0.79677 1.59127  C3 1.377, C5 1.391, H13 1.087
5 C 1.06235 -1.54141 0.46908  C4 1.391, O6 1.383, C7 1.381
6 O 0.41082 -2.72844 0.18627  C5 1.383, H14 0.959
7 C 1.80239 -0.97355 -0.54990  C5 1.381, C8 1.400, H15 1.075
8 C 2.42100 0.25351 -0.28024  C2 1.386, C7 1.400, H16 1.080
9 H 2.00378 2.99549 1.60484  C1 1.077
10 H 2.80039 2.89767 0.00357  C1 1.084
11 H 3.60905 2.21419 1.39487  C1 1.091
12 H 0.60003 1.26800 2.35019  C3 1.081
13 H 0.06642 -1.30451 2.29980  C4 1.087
14 H 0.31434 -3.25380 0.98256  O6 0.959
15 H 1.90484 -1.56296 -1.44291  C7 1.075
16 H 3.18109 0.53002 -0.99585  C8 1.080
17 C -2.34844 -1.08881 -1.11639  C18 1.506, H21 1.085, H22 1.087, H23 1.095
18 C -3.37443 -0.15375 -1.70114  C17 1.506, N19 1.375, O20 1.215
19 N -3.60736 1.01031 -1.00786  C18 1.375, H24 0.980, H25 1.003
20 O -4.13219 -0.53936 -2.56918  C18 1.215
21 H -2.18628 -1.91776 -1.79784  C17 1.085
22 H -2.56592 -1.47997 -0.12554  C17 1.087
23 H -1.31693 -0.73749 -1.01041  C17 1.095
24 H -4.08268 1.74329 -1.45269  N19 0.980
25 H -2.95407 1.18920 -0.26766  N19 1.003

Properties
SMILES ... Cc1ccc(O)cc1.CC(N)=O
Spin multiplicity ... 1
HOMO-LUMO gap ... 9.29 eV
Molar mass ... 167.2 Da
HOMO ... -0.3190 Ha



#B
DFT (wB97M-V/def2-TZVPD) results for 2 unconnected molecules or ions with the total composition C9H13NO2.

Bonds (Å) are listed after each position.
CARTESIAN COORDINATES (ANGSTROEM)
1 C -1.56319 -1.18653 2.07602  C2 1.513, H9 1.091, H10 1.091, H11 1.080
2 C -0.32260 -1.01464 1.22787  C1 1.513, C3 1.392, C8 1.390
3 C -0.37407 -1.19211 -0.15230  C2 1.392, C4 1.389, H12 1.081
4 C 0.79662 -1.23325 -0.89831  C3 1.389, C5 1.378, H13 1.074
5 C 2.02269 -1.26787 -0.26990  C4 1.378, O6 1.364, C7 1.394
6 O 3.21994 -1.29906 -0.92278  C5 1.364, H14 0.977
7 C 2.08496 -1.29041 1.12301  C5 1.394, C8 1.386, H15 1.077
8 C 0.91201 -1.15970 1.85065  C2 1.390, C7 1.386, H16 1.076
9 H -1.90582 -2.22209 2.04155  C1 1.091
10 H -2.44398 -0.61502 1.78119  C1 1.091
11 H -1.32648 -0.98916 3.11078  C1 1.080
12 H -1.29668 -1.31754 -0.70160  C3 1.081
13 H 0.78858 -1.16961 -1.97087  C4 1.074
14 H 3.18436 -1.74232 -1.79228  O6 0.977
15 H 3.04586 -1.50587 1.55786  C7 1.077
16 H 1.06966 -1.11194 2.91348  C8 1.076
17 C -1.54678 2.17673 -0.32137  C18 1.492, H21 1.079, H22 1.089, H23 1.080
18 C -0.96103 1.88618 -1.66250  C17 1.492, N19 1.377, O20 1.216
19 N 0.09923 2.67360 -2.05319  C18 1.377, H24 1.008, H25 1.007
20 O -1.20290 0.86197 -2.27134  C18 1.216
21 H -1.58038 3.22360 -0.06226  C17 1.079
22 H -0.78018 1.80617 0.35677  C17 1.089
23 H -2.44234 1.60107 -0.13941  C17 1.080
24 H 0.44574 2.42757 -2.96694  N19 1.008
25 H 0.07677 3.66020 -1.85413  N19 1.007

Properties
SMILES ... Cc1ccc(O)cc1.CC(N)=O
Spin multiplicity ... 1
HOMO-LUMO gap ... 9.10 eV
Molar mass ... 167.2 Da
HOMO ... -0.3040 Ha



Here are the energies relative to the best structure, in eV: #A 0.353; #B 0.000.



#A
DFT (wB97M-V/def2-TZVPD) results for 2 unconnected molecules or ions with the total composition C3H11NO2S.

Bonds (Å) are listed after each position.
CARTESIAN COORDINATES (ANGSTROEM)
1 C 0.65068 0.58021 -1.24582  O2 1.438, C3 1.501, H7 1.086, H8 1.103
2 O 1.94566 1.18627 -1.09593  C1 1.438, H9 0.960
3 C -0.08879 0.69444 0.05507  C1 1.501, C4 1.512, N6 1.465, H10 1.097
4 C -1.51796 0.23074 -0.11643  C3 1.512, S5 1.831, H11 1.081, H12 1.082
5 S -2.55451 0.55460 1.35828  C4 1.831, H13 1.364
6 N 0.57732 -0.10686 1.08548  C3 1.465, H14 1.013, H15 1.019
7 H 0.75407 -0.46710 -1.51498  C1 1.086
8 H 0.07606 1.09369 -2.03524  C1 1.103
9 H 2.55529 0.72576 -1.67650  O2 0.960
10 H -0.11177 1.75582 0.33228  C3 1.097
11 H -1.99270 0.71074 -0.96128  C4 1.081
12 H -1.55768 -0.84228 -0.25105  C4 1.082
13 H -3.14050 1.69621 0.89522  S5 1.364
14 H 1.30023 0.43359 1.54499  N6 1.013
15 H -0.10486 -0.32077 1.81174  N6 1.019
16 H 1.17963 -1.85610 0.65956  O18 0.981
17 H 0.60237 -3.27543 0.64525  O18 0.965
18 O 1.42747 -2.79353 0.50936  H16 0.981, H17 0.965

Properties
Spin multiplicity ... 2
HOMO-LUMO gap (spin up / spin down) ... 2.29 / 8.43 eV
Molar mass ... 125.2 Da
Total charge ... -1
HOMO (spin up / spin down) ... 0.0296 / -0.1976 Ha
Expectation value of S² ... 0.751



#B
DFT (wB97M-V/def2-TZVPD) results for 2 unconnected molecules or ions with the total composition C3H11NO2S.

Bonds (Å) are listed after each position.
CARTESIAN COORDINATES (ANGSTROEM)
1 C -0.16404 0.37022 -0.24057  C2 1.546, N4 1.464, H7 1.089, H8 1.101
2 C -0.70493 1.75955 -0.65016  C1 1.546, S3 1.796, H9 1.096, H10 1.097
3 S -2.49525 1.73375 -0.51580  C2 1.796, H11 1.318
4 N 1.28890 0.46486 -0.38895  C1 1.464, C5 1.431, H12 1.022
5 C 2.06055 -0.73984 -0.34938  N4 1.431, O6 1.473, H13 1.095, H14 1.090
6 O 2.26107 -1.07169 1.07176  C5 1.473, H15 0.969
7 H -0.48966 0.15243 0.77530  C1 1.089
8 H -0.59372 -0.35054 -0.95272  C1 1.101
9 H -0.54213 1.92373 -1.72136  C2 1.096
10 H -0.13303 2.47531 -0.04703  C2 1.097
11 H -2.73290 2.67518 0.37586  S3 1.318
12 H 1.45894 0.95834 -1.26812  N4 1.022
13 H 1.45810 -1.58926 -0.68940  C5 1.095
14 H 3.03498 -0.85472 -0.82462  C5 1.090
15 H 2.17994 -0.16420 1.40091  O6 0.969
16 H 0.67317 -4.28944 1.64987  O18 0.970
17 H 0.44822 -2.83340 1.60806  O18 0.975
18 O 0.06067 -3.65274 1.24924  H16 0.970, H17 0.975

Properties
Spin multiplicity ... 2
HOMO-LUMO gap (spin up / spin down) ... 2.07 / 8.92 eV
Molar mass ... 125.2 Da
Total charge ... -1
HOMO (spin up / spin down) ... 0.0420 / -0.2112 Ha
Expectation value of S² ... 0.750



Here are the energies relative to the best structure, in eV: #A 0.000; #B 1.116.